Record 1
The following is a DFT calculation (ωB97M-V/def2-TZVPD) of the molecule C4H6P2 in a non-equilibrium geometry.

Each line ends with the Mulliken charge.
CARTESIAN COORDINATES (ANGSTROEM)
C1 -0.716741 -0.829690 -0.200652  0.395
C2 0.388222 -0.577568 0.755013  0.285
C3 -1.072967 0.371367 -1.070649  -1.153
C4 1.272108 0.645408 0.634834  -1.014
P1 -1.331467 -2.350659 0.267072  -0.195
P2 0.453493 -1.909400 1.796565  -0.198
H1 -0.301695 0.577777 -1.765685  0.322
H2 -1.203446 1.281899 -0.402698  0.262
H3 -1.911421 0.220695 -1.660312  0.393
H4 0.596395 1.430122 0.717479  0.292
H5 1.628461 0.574488 -0.387205  0.283
H6 2.199057 0.565563 1.316239  0.327

Force components x, y, z for each atom (eV/Å):
C 0.358 1.350 0.690
C 0.486 -0.367 -0.073
C 0.294 -0.180 2.137
C 1.687 -3.191 0.525
P 0.230 0.347 -0.142
P -0.369 -0.127 -0.278
H 1.146 0.311 -0.553
H 0.006 -1.081 -0.870
H -1.946 -0.268 -0.874
H -0.405 2.120 0.503
H 0.287 0.478 -0.283
H -1.775 0.609 -0.783

Output
frontier orbital gap (spin up / spin down) = 6.81 / 6.87 eV
total energy = -22819.648 eV
highest occupied orbital energy (spin up / spin down) = -7.711 / -7.732 eV
2S+1 = 1
energy relative to the best compared isomer or geometry (same formula, charge and spin) = 1.349 eV

---

Record 2
The following is a DFT calculation (ωB97M-V/def2-TZVPD) of a cluster of 2 separate species, C6H13N4O3 in total in a non-equilibrium geometry.

Each line ends with the Mulliken charge.
CARTESIAN COORDINATES (ANGSTROEM)
C1 0.376833 0.164942 1.787174  -0.167
C2 -2.610702 -1.100661 -0.498421  0.177
C3 -1.988877 2.707834 0.546136  0.042
C4 3.242296 -1.058228 -0.847398  -1.166
C5 1.826274 -1.442736 -0.653972  -0.059
C6 0.934612 -0.245793 -1.010095  -1.108
N1 -0.370673 -0.644588 0.947343  -0.335
N2 -1.312270 -0.894858 -1.095827  -0.828
N3 -1.307673 1.987042 -0.225342  -0.487
N4 -0.343596 -0.581850 -0.359120  1.634
O1 1.148001 0.982820 1.383915  -0.383
O2 -2.823439 -0.777780 0.656520  -0.348
O3 -3.066471 2.269367 1.134065  -0.430
H1 0.279942 0.172264 2.928886  0.436
H2 -3.460944 -1.433541 -1.062041  0.437
H3 -1.845641 3.720238 0.858171  0.403
H4 3.448834 -0.400707 -1.768260  0.345
H5 3.656065 -0.653073 0.095587  0.305
H6 3.856071 -2.063760 -1.061896  0.318
H7 1.672850 -1.814979 0.453224  0.224
H8 1.311482 -2.269184 -1.225629  0.397
H9 1.243051 0.755596 -0.679770  0.381
H10 0.910488 -0.310826 -2.127916  0.492
H11 -1.233348 -0.979513 1.358214  0.209
H12 -3.054337 1.362381 0.859023  0.315
H13 -0.488828 2.549595 -0.392571  0.194

Force components x, y, z for each atom (eV/Å):
C 1.025 1.819 1.707
C 2.830 1.081 -2.107
C -0.153 0.945 0.342
C 2.997 -2.269 -1.710
C -1.867 -0.954 2.020
C 0.796 -0.490 -0.758
N -0.560 -0.445 3.035
N -4.654 -1.721 -0.558
N 0.598 0.110 0.110
N 1.057 1.438 -0.887
O 0.596 0.274 -0.421
O -0.438 0.209 1.726
O -0.997 -0.134 0.549
H -0.839 -1.235 -1.449
H -0.023 -0.477 -1.014
H 0.686 0.770 -0.153
H -0.386 -0.781 1.540
H -0.176 0.170 -0.800
H -1.089 2.251 0.496
H 0.337 0.977 -1.948
H 1.422 0.470 0.128
H -0.054 -0.653 -0.088
H -0.951 0.432 1.025
H 0.146 -0.437 -0.029
H -0.870 -1.307 0.040
H 0.567 -0.045 -0.796

Output
frontier orbital gap (spin up / spin down) = 9.00 / 5.00 eV
total energy = -18521.880 eV
highest occupied orbital energy (spin up / spin down) = -12.939 / -14.097 eV
2S+1 = 3
energy relative to the best compared isomer or geometry (same formula, charge and spin) = 1.261 eV
total charge = +1